Entry from OMol25: a single C10H17N3S molecule (ωB97M-V/def2-TZVPD).

Each atom is followed by the atoms it is bonded to, with distances in Å.
CARTESIAN COORDINATES (ANGSTROEM)
1 N -3.571 -0.934 -3.130  C2 1.369, H15 0.996, H16 0.968
2 C -2.712 -1.216 -2.102  N1 1.369, N3 1.283, S14 1.755
3 N -3.157 -1.522 -0.939  C2 1.283, N4 1.396
4 N -2.124 -1.878 -0.069  N3 1.396, C5 1.270
5 C -0.977 -1.770 -0.602  N4 1.270, C6 1.514, S14 1.721
6 C 0.280 -2.167 0.142  C5 1.514, C7 1.561, H17 1.104, H18 1.101
7 C 0.439 -1.493 1.542  C6 1.561, C8 1.576, H19 1.092, H20 1.116
8 C 0.871 0.021 1.620  C7 1.576, C9 1.554, C13 1.573, H21 1.101
9 C -0.266 0.933 1.080  C8 1.554, C10 1.507, H22 1.106, H23 1.069
10 C 0.221 2.357 0.997  C9 1.507, C11 1.590, H24 1.096, H25 1.080
11 C 1.258 2.434 -0.207  C10 1.590, C12 1.561, H26 1.105, H27 1.082
12 C 1.983 1.074 -0.454  C11 1.561, C13 1.541, H28 1.093, H29 1.094
13 C 2.219 0.303 0.860  C8 1.573, C12 1.541, H30 1.078, H31 1.101
14 S -0.970 -1.343 -2.270  C2 1.755, C5 1.721
15 H -3.314 -0.291 -3.845  N1 0.996
16 H -4.499 -0.955 -2.855  N1 0.968
17 H 0.205 -3.264 0.246  C6 1.104
18 H 1.124 -1.954 -0.532  C6 1.101
19 H 1.192 -2.036 2.118  C7 1.092
20 H -0.508 -1.658 2.107  C7 1.116
21 H 1.077 0.303 2.664  C8 1.101
22 H -1.126 0.796 1.763  C9 1.106
23 H -0.629 0.684 0.106  C9 1.069
24 H -0.598 3.083 0.960  C10 1.096
25 H 0.783 2.566 1.896  C10 1.080
26 H 0.756 2.690 -1.157  C11 1.105
27 H 1.990 3.211 -0.028  C11 1.082
28 H 1.477 0.431 -1.180  C12 1.093
29 H 2.947 1.306 -0.914  C12 1.094
30 H 2.763 -0.605 0.657  C13 1.078
31 H 2.864 0.897 1.526  C13 1.101

Summary:
- Highest occupied orbital energy: -8.85 eV
- LUMO energy: 0.020 Ha
- Max |F|: 2.01 eV Å⁻¹
- Energy above the lowest of the compared OMol25 structures with the same formula, charge and spin: 0.0 kJ/mol

Löwdin atomic charge list, values in e, 8 entries:
1. N 0.088
2. C -0.714
3. N 0.013
4. N 0.023
5. C -0.685
6. C -0.173
7. C -0.152
8. C -0.283